1.
59
Properties=species:S:1:pos:R:3:forces:R:3 method="wB97M-V/def2-TZVPD" e_tot_ev=-32015.8655 de_lowest_ev=0.651 homo_ha=-0.348 charge=+1
C 5.632216 1.789826 1.542253 0.011 0.172 0.272
C 4.737214 0.761654 0.927151 -0.108 -0.079 -0.274
C 4.563931 0.731792 -0.465389 -0.119 -0.047 -0.214
C 3.717801 -0.188376 -1.049471 -0.229 -0.247 0.023
C 2.999413 -1.148597 -0.269600 0.577 0.452 0.209
C 2.106608 -2.017432 -0.944966 -0.029 -0.244 0.403
C 1.152505 -2.915977 -0.404320 -0.530 -0.196 -0.004
C 0.664634 -3.969993 -1.237065 0.066 0.262 -0.017
C -0.231634 -4.907942 -0.763198 0.253 0.110 -0.110
C -0.694355 -4.847701 0.559904 0.116 -0.001 -0.374
C -1.660062 -5.876789 1.053107 -0.062 -0.166 0.297
C -0.262059 -3.798773 1.383077 0.213 0.406 0.065
C 0.605395 -2.825352 0.908817 0.127 -0.236 0.083
C 3.279049 -1.172102 1.131882 -0.225 0.142 -0.120
C 4.083051 -0.201766 1.710003 -0.130 -0.225 0.025
H 5.485956 1.832818 2.623939 0.075 0.005 -0.119
H 6.690399 1.566663 1.353486 -0.219 -0.036 -0.026
H 5.432970 2.786571 1.131735 0.026 -0.210 0.009
H 5.100618 1.455371 -1.083800 -0.198 -0.244 0.167
H 3.569521 -0.199443 -2.130221 0.052 0.098 0.245
H 2.199662 -2.033958 -2.031976 -0.041 0.024 0.136
H 1.036517 -4.029042 -2.259762 -0.145 -0.030 0.186
H -0.579141 -5.711521 -1.414199 0.114 0.257 0.148
H -1.721822 -5.856773 2.144273 -0.055 -0.024 -0.149
H -2.669039 -5.703380 0.655031 0.227 0.042 0.018
H -1.357522 -6.884018 0.744963 -0.043 0.208 0.000
H -0.624205 -3.760792 2.413250 0.060 0.141 -0.359
H 0.866321 -1.972137 1.533666 -0.190 -0.273 -0.127
H 2.869095 -1.973643 1.746261 0.167 0.305 -0.135
H 4.226901 -0.175369 2.793347 0.005 -0.183 -0.375
C -2.455630 -2.962736 -3.949261 -0.036 -0.040 0.256
C -2.687017 -2.910475 -2.567412 0.082 -0.014 -0.366
C -2.159767 -1.873641 -1.810305 0.532 0.483 -0.266
C -1.383150 -0.854568 -2.419632 -0.081 -1.058 -0.648
C -0.851938 0.220123 -1.617918 0.846 1.003 0.010
C -0.050232 1.229272 -2.096541 -0.789 -1.248 0.651
N 0.240204 2.369893 -1.423833 0.565 0.197 0.176
C 0.989381 3.382692 -2.172643 -0.499 0.286 0.093
C 1.636513 4.384081 -1.230492 -0.197 0.147 0.189
O 0.699557 4.866226 -0.266296 0.150 -0.485 -0.168
C 0.115848 3.838882 0.533612 0.265 0.237 -0.045
C -0.597031 2.779770 -0.299796 -0.007 0.581 -0.150
C -1.146602 -0.929650 -3.815087 -0.184 -0.235 0.550
C -1.679264 -1.974039 -4.563360 0.025 -0.037 0.069
H -2.881575 -3.774430 -4.540007 0.122 0.248 0.139
H -3.279289 -3.685375 -2.077611 0.114 0.194 -0.191
H -2.311982 -1.836777 -0.727476 -0.058 0.007 -0.327
H -1.149959 0.216502 -0.567926 -0.148 0.211 -0.375
H 0.445062 1.155695 -3.068242 -0.389 0.038 0.163
H 1.757320 2.862122 -2.755931 -0.109 0.194 0.055
H 0.322702 3.927486 -2.867818 0.142 -0.192 0.170
H 2.515507 3.910848 -0.749598 -0.279 0.254 0.077
H 1.942539 5.281243 -1.789400 0.104 -0.418 0.198
H 0.887610 3.346723 1.155639 -0.110 0.262 -0.125
H -0.604166 4.373440 1.171879 0.291 -0.397 -0.083
H -1.565349 3.197760 -0.638124 0.279 -0.296 -0.141
H -0.801405 1.915642 0.336960 0.028 0.205 -0.090
H -0.535796 -0.155206 -4.285080 -0.342 -0.313 -0.035
H -1.491883 -2.019000 -5.638572 -0.084 0.007 0.329

***

2.
76
Properties=species:S:1:pos:R:3:forces:R:3 method="wB97M-V/def2-TZVPD" e_tot_ev=-109297.4597 de_lowest_ev=0.000 homo_ha="-0.063 / -0.049" spin_multiplicity=2 charge=-2
Mn 0.279636 -1.253482 -0.206442 0.313 0.088 0.311
O 1.747747 -1.625289 -1.449647 0.160 -0.217 -0.180
C 2.997107 -1.737774 -1.169229 0.020 0.063 0.005
C 3.892985 -2.173131 -2.186473 0.009 0.016 0.021
C 5.245309 -2.298105 -1.973247 0.037 -0.013 -0.029
C 5.809011 -1.994333 -0.728605 -0.040 0.004 0.002
C 4.964792 -1.565320 0.276628 0.046 -0.012 -0.024
C 3.584134 -1.426162 0.099244 -0.066 0.000 0.075
C 2.818644 -0.929180 1.225845 0.060 0.001 -0.050
N 1.548332 -0.791232 1.226350 -0.117 0.051 0.121
N 0.988700 -0.243524 2.380266 0.058 -0.164 -0.095
C -0.308257 -0.188512 2.229735 -0.145 0.156 0.042
O -0.971978 -0.545321 1.196193 -0.014 -0.052 0.151
C -1.090131 0.358419 3.386798 0.068 -0.132 -0.060
C -2.464457 0.518394 3.255221 -0.050 -0.047 0.060
C -3.222926 0.977577 4.324107 0.012 -0.012 -0.022
C -2.611896 1.278643 5.532818 -0.019 0.007 0.027
C -1.237362 1.119028 5.668068 0.001 -0.019 0.000
C -0.479647 0.662325 4.601503 -0.005 -0.008 0.015
H 3.451412 -2.419128 -3.145165 -0.001 0.007 -0.005
H 5.882094 -2.642199 -2.782998 -0.005 -0.004 0.000
H 6.873125 -2.098490 -0.555617 0.001 0.001 -0.002
H 5.374497 -1.322867 1.253362 -0.007 0.003 0.002
H 3.359716 -0.644347 2.128795 0.009 0.014 -0.010
H -2.922708 0.243249 2.314123 0.008 0.010 -0.006
H -4.296653 1.078738 4.217610 0.000 0.014 0.001
H -3.205582 1.618684 6.373733 0.000 0.008 -0.001
H -0.757752 1.330522 6.616729 -0.002 0.021 0.003
H 0.588164 0.513026 4.690372 -0.009 0.001 -0.008
F -1.847691 -3.101824 6.151558 -0.022 -0.001 0.052
C -1.358241 -3.239534 4.904019 0.018 0.073 -0.039
C 0.000826 -3.341054 4.688050 0.015 0.027 -0.017
F 0.841014 -3.303441 5.742812 0.001 -0.023 0.009
C 0.492616 -3.473729 3.402059 0.067 0.046 0.004
F 1.823921 -3.589293 3.285342 0.001 0.021 -0.016
C -0.321506 -3.498957 2.266256 0.012 -0.138 0.009
S 0.305411 -3.712535 0.651935 -0.108 0.397 -0.110
C -1.691385 -3.392099 2.535481 -0.035 0.046 -0.058
F -2.581009 -3.431577 1.537612 0.028 0.021 0.009
C -2.204594 -3.263965 3.812728 -0.005 0.045 -0.021
F -3.534028 -3.160887 4.008543 -0.011 -0.009 0.013
C 0.654070 2.698958 -4.351493 0.085 0.039 0.002
N 0.628863 1.674105 -3.338075 -0.106 -0.084 -0.080
C 0.881393 0.326198 -3.844617 0.016 0.042 -0.018
P -0.089639 1.865414 -1.855574 -0.078 0.148 -0.091
O 0.489909 0.962528 -0.843831 -0.007 -0.310 0.159
N 0.217776 3.462449 -1.472382 0.062 0.011 0.029
C 1.588045 3.832798 -1.186940 -0.019 0.015 0.035
C -0.688268 4.564037 -1.659101 -0.020 0.004 0.042
N -1.727208 1.773846 -1.996532 0.064 -0.081 -0.076
C -2.525370 1.272496 -0.883791 -0.067 -0.020 -0.020
C -2.406560 1.760653 -3.279426 0.007 -0.019 -0.078
H 1.644604 2.730605 -4.819441 0.004 0.001 -0.004
H 0.453653 3.678299 -3.917423 -0.013 -0.013 -0.021
H -0.077343 2.515345 -5.151079 0.017 0.001 0.007
H 1.819324 0.338715 -4.408982 0.003 -0.006 -0.008
H 0.076360 -0.015486 -4.504922 -0.023 -0.003 0.002
H 0.994472 -0.375930 -3.022025 -0.010 -0.038 0.044
H 2.178615 2.938860 -0.994581 -0.007 -0.005 -0.001
H 1.630721 4.466779 -0.295090 0.004 0.002 0.000
H 2.041373 4.387290 -2.022008 0.004 -0.005 -0.003
H -1.689794 4.190412 -1.862048 0.004 -0.007 -0.007
H -0.379404 5.217399 -2.490727 -0.005 -0.001 -0.002
H -0.729298 5.183899 -0.755609 0.005 -0.001 0.001
H -1.903584 1.121352 -0.005201 0.013 -0.004 0.010
H -2.958677 0.301255 -1.138038 0.002 0.054 0.020
H -3.330699 1.981715 -0.655158 -0.008 0.002 0.004
H -1.841375 2.315712 -4.028774 -0.031 -0.040 0.050
H -3.379992 2.252826 -3.173759 -0.001 -0.006 0.008
H -2.577466 0.741891 -3.642965 -0.018 0.050 0.032
B -2.795765 -1.993887 -3.765152 -0.023 0.018 0.009
C -1.785053 -1.749278 -2.559167 -0.068 -0.040 -0.027
N -1.052733 -1.567016 -1.687662 -0.129 -0.022 -0.186
H -2.193306 -1.791775 -4.807938 0.003 0.033 -0.015
H -3.196912 -3.139733 -3.709923 0.025 0.004 -0.015
H -3.732139 -1.214042 -3.657021 0.033 -0.009 0.022

***

3.
77
Properties=species:S:1:pos:R:3:forces:R:3 method="wB97M-V/def2-TZVPD" e_tot_ev=-133834.0370 de_lowest_ev=2.566 homo_ha="-0.158 / -0.208" spin_multiplicity=3 charge=-1
W -0.501871 -0.213565 -0.675422 -2.000 0.368 0.742
S -0.062851 1.231105 1.453613 -0.128 -0.133 -0.202
C 0.423739 0.488681 2.933663 0.155 0.131 0.012
N 1.348826 -0.387831 3.163718 -0.150 -0.084 0.073
C 1.574156 -0.532144 4.520553 -0.005 -0.030 -0.008
C 2.527908 -1.380461 5.084771 -0.030 -0.012 0.006
C 2.658591 -1.425101 6.459406 0.000 0.005 -0.009
C 1.852497 -0.632365 7.281706 0.013 -0.004 0.009
C 0.910108 0.221033 6.737404 -0.015 0.010 0.010
C 0.775857 0.266520 5.353883 0.025 0.009 -0.022
S -0.293762 1.209984 4.371962 -0.015 -0.047 0.022
H 3.149671 -1.985736 4.438292 -0.009 0.015 0.059
H 3.395612 -2.080313 6.906187 -0.002 -0.001 0.000
H 1.967942 -0.683687 8.356829 0.001 0.000 -0.001
H 0.290439 0.836690 7.376591 -0.007 0.003 -0.014
C 3.221027 1.024208 1.561407 0.101 0.046 -0.105
Si 2.871126 -0.598993 0.672172 -0.090 -0.083 0.072
C 3.623181 -0.199352 -1.014859 0.066 0.009 0.058
C 4.030678 -1.829851 1.519157 0.073 0.020 0.025
C 1.133978 -1.411806 0.348576 0.020 0.052 -0.036
C 1.211536 -2.263426 -0.860308 0.205 0.153 0.152
C 2.215811 -3.070214 -1.400222 -0.296 -0.201 -0.041
C 1.916832 -3.763577 -2.552687 -0.010 -0.036 -0.077
C 0.672488 -3.623751 -3.177824 0.014 -0.011 0.002
C -0.244707 -2.753662 -2.641693 -0.027 -0.134 0.176
N 0.043389 -2.126490 -1.494443 0.254 0.611 -0.326
Si 0.280982 -2.717796 1.574184 0.166 0.023 -0.178
C 1.617786 -3.954208 2.085135 0.000 0.027 0.116
C -0.832768 -3.866705 0.549289 0.078 -0.086 0.120
C -0.708385 -2.376373 3.139212 -0.019 -0.051 -0.031
H 4.228082 1.287021 1.219515 0.008 0.048 0.017
H 3.245761 0.926805 2.644607 0.019 0.021 -0.056
H 2.553927 1.839071 1.287878 0.021 -0.027 -0.015
H 4.653407 0.119018 -0.822123 -0.004 -0.014 -0.022
H 3.100932 0.642426 -1.471131 -0.036 0.028 0.013
H 3.652738 -0.989522 -1.760249 -0.026 -0.044 -0.020
H 4.936106 -1.275991 1.786112 0.022 -0.010 -0.030
H 4.337873 -2.667975 0.890347 -0.037 -0.019 -0.010
H 3.614072 -2.238418 2.438676 0.039 0.092 -0.124
H 3.178471 -3.148646 -0.920997 0.014 -0.009 0.027
H 2.658490 -4.418992 -2.993089 0.005 0.005 0.003
H 0.442879 -4.154311 -4.090074 0.000 -0.002 0.003
H -1.205573 -2.533763 -3.084056 0.003 0.005 -0.015
H 2.290957 -4.216333 1.266172 -0.011 0.004 0.009
H 1.096162 -4.866803 2.390577 0.014 -0.007 -0.001
H 2.219856 -3.625764 2.932974 -0.054 -0.007 -0.022
H -0.246047 -4.469699 -0.150337 -0.021 0.017 -0.020
H -1.664114 -3.426916 0.001846 0.007 0.063 0.032
H -1.253080 -4.558187 1.287131 -0.021 -0.024 -0.047
H -0.079736 -2.463738 4.025873 -0.006 0.005 0.002
H -1.459726 -3.170707 3.184203 -0.012 0.008 0.024
H -1.236887 -1.427703 3.164087 0.007 -0.034 -0.038
O -0.561955 3.821256 -0.737700 0.002 -0.065 0.107
S -0.632585 2.532876 -1.337044 0.169 -0.122 -0.496
O 0.574499 1.646877 -1.179374 0.175 -0.354 -0.202
O -1.730351 1.643984 -0.864967 0.283 0.033 -0.189
C -0.679891 2.851131 -3.110917 0.024 0.039 0.145
C -1.111553 4.122830 -3.457762 0.006 0.032 -0.034
C -1.065432 4.546130 -4.778165 0.005 0.008 0.006
C -0.562436 3.706183 -5.755106 0.002 -0.008 0.000
C -0.140043 2.428722 -5.416847 -0.011 0.023 0.005
C -0.198010 1.990163 -4.104284 0.020 -0.062 -0.037
S 0.168165 0.255014 -3.826755 -0.010 0.194 0.162
O -0.113414 -0.408951 -5.068558 -0.069 0.034 0.007
O 1.477749 0.048930 -3.261662 -0.097 0.127 -0.237
O -0.911353 -0.007756 -2.799762 0.614 -0.304 0.660
H -1.464680 4.789349 -2.684450 0.004 -0.026 0.026
H -1.416101 5.538314 -5.029824 0.005 -0.004 -0.015
H -0.512221 4.028947 -6.786912 -0.009 0.017 0.006
H 0.203655 1.741451 -6.177466 0.004 -0.018 0.021
Cl -5.131006 -2.171938 -0.564892 -0.024 0.003 -0.002
C -4.034130 -1.441703 0.539749 -0.008 -0.087 -0.009
Cl -4.937498 0.768767 0.944945 0.013 0.014 -0.004
C -2.757886 -1.127220 0.078960 0.293 -0.247 -0.155
O -2.371635 -1.086142 -1.159784 0.221 0.320 0.009
O -1.765518 -0.837244 0.875244 0.100 -0.198 -0.080
H -4.177036 -1.658553 1.582843 -0.010 -0.015 -0.007